1.
The following is a quantum chemistry calculation of a cluster of 3 separate species, C16H45N4P in total, from the OMol25 dataset.

Results
Orbital gap = 8.868 eV
Energy = -32569.2844 eV
LUMO = 0.886 eV
Maximum force = 0.62 eV/Å
ΔE to the lowest compared entry with this formula, charge and spin = 0.0 kJ/mol
SMILES string = CCCCN[PH3]N.CCN(CC)CC.CCN(CC)CC

Last column: natural (NBO) charge in e.
CARTESIAN COORDINATES (ANGSTROEM)
C  1.942  3.272  -2.708  -0.617
C  2.343  2.040  -1.891  -0.401
C  3.124  1.006  -2.701  -0.418
C  2.283  0.348  -3.818  -0.231
N  2.949  0.063  -5.076  -0.956
P  3.488  1.400  -6.104  1.127
N  3.752  2.662  -7.339  -1.183
H  0.952  3.175  -3.158  0.206
H  1.935  4.177  -2.100  0.215
H  2.634  3.441  -3.540  0.196
H  1.438  1.558  -1.503  0.197
H  2.921  2.330  -1.012  0.206
H  4.001  1.488  -3.149  0.192
H  3.516  0.232  -2.035  0.203
H  1.855  -0.587  -3.439  0.195
H  1.419  0.990  -4.032  0.186
H  3.637  -0.677  -4.964  0.361
H  3.704  0.459  -7.123  -0.053
H  4.620  1.736  -5.338  -0.081
H  2.259  2.026  -5.796  -0.062
H  4.552  2.458  -7.933  0.358
H  3.886  3.596  -6.960  0.358
C  0.537  -2.956  -0.845  -0.617
C  -0.959  -2.784  -0.634  -0.212
N  -1.305  -1.470  -0.120  -0.459
C  -2.652  -1.374  0.410  -0.204
C  -3.819  -1.555  -0.565  -0.634
C  -0.836  -0.339  -0.906  -0.217
C  -1.252  -0.275  -2.379  -0.637
H  1.082  -2.679  0.060  0.212
H  0.764  -3.994  -1.087  0.213
H  0.907  -2.340  -1.667  0.199
H  -1.304  -3.507  0.112  0.194
H  -1.483  -3.039  -1.569  0.159
H  -2.738  -0.399  0.899  0.193
H  -2.739  -2.129  1.199  0.187
H  -3.913  -0.714  -1.252  0.201
H  -4.755  -1.638  -0.009  0.211
H  -3.705  -2.464  -1.158  0.204
H  0.256  -0.333  -0.860  0.190
H  -1.165  0.566  -0.386  0.198
H  -1.075  -1.230  -2.878  0.205
H  -0.651  0.476  -2.895  0.210
H  -2.300  -0.015  -2.514  0.204
C  -0.128  -1.244  3.199  -0.618
C  -0.159  -0.446  4.492  -0.215
N  -1.279  0.480  4.555  -0.453
C  -1.156  1.483  5.598  -0.202
C  -1.159  1.008  7.055  -0.635
C  -2.598  -0.114  4.385  -0.215
C  -2.986  -1.262  5.322  -0.636
H  -0.183  -0.590  2.329  0.222
H  0.795  -1.823  3.139  0.210
H  -0.958  -1.950  3.130  0.199
H  0.748  0.161  4.566  0.193
H  -0.127  -1.142  5.346  0.156
H  -1.966  2.203  5.453  0.189
H  -0.222  2.022  5.411  0.187
H  -2.139  0.652  7.369  0.200
H  -0.877  1.833  7.712  0.210
H  -0.441  0.201  7.211  0.204
H  -2.674  -0.474  3.357  0.192
H  -3.322  0.700  4.480  0.194
H  -2.207  -2.026  5.352  0.203
H  -3.899  -1.740  4.959  0.210
H  -3.164  -0.930  6.343  0.202

2.
The following is a quantum chemistry calculation of a structure of composition C16H46AgO9S7 at a distorted geometry, from the OMol25 dataset.

Results
Orbital gap = 5.846 eV
Energy = -115587.3894 eV
Total charge = -1
LUMO = 1.699 eV
Maximum force = 11.15 eV/Å

Last column: Löwdin charge in e.
CARTESIAN COORDINATES (ANGSTROEM)
Ag  1.816  -0.202  -2.406  0.880
O  0.815  2.266  1.019  -0.347
C  0.035  1.107  0.676  -0.334
C  0.305  0.262  -0.669  -0.345
O  0.638  0.985  -1.848  -0.498
H  -1.022  1.352  0.570  0.058
H  -0.023  0.402  1.506  0.025
H  -0.524  -0.445  -0.696  0.039
H  1.117  -0.466  -0.641  -0.019
C  3.142  -1.278  -0.015  -0.192
S  1.955  -2.546  -0.682  0.821
O  1.507  -1.936  -1.982  -0.813
C  3.111  -3.922  -1.058  -0.188
H  3.864  -1.034  -0.794  0.054
H  3.650  -1.629  0.884  0.043
H  2.493  -0.525  0.432  0.029
H  2.628  -4.511  -1.838  0.062
H  3.313  -4.565  -0.202  0.060
H  4.021  -3.528  -1.511  0.053
C  -1.595  -3.309  -4.425  -0.212
S  -2.103  -1.537  -3.820  0.925
O  -3.238  -1.505  -2.785  -0.579
C  -0.505  -0.978  -3.036  -0.367
H  -2.376  -3.706  -5.072  0.030
H  -1.446  -4.052  -3.642  0.004
H  -0.666  -3.139  -4.970  0.036
H  -0.616  0.105  -3.093  -0.042
H  0.346  -1.485  -3.492  0.048
H  -0.703  -1.133  -1.975  -0.040
C  1.183  -0.469  2.651  -0.313
S  1.162  -1.866  3.830  0.931
O  0.477  -2.998  3.093  -0.590
C  3.016  -2.293  3.747  -0.221
H  2.101  0.093  2.826  0.034
H  0.305  0.092  2.968  0.037
H  0.921  -0.761  1.634  0.033
H  3.735  -1.521  4.024  0.046
H  3.289  -2.654  2.756  0.023
H  3.271  -3.070  4.468  0.035
C  -1.020  4.225  1.599  -0.268
S  -1.263  4.220  -0.249  0.888
O  -0.046  3.603  -0.973  -0.513
C  -2.634  3.061  -0.185  -0.270
H  -0.309  3.412  1.742  -0.035
H  -1.896  3.877  2.147  0.034
H  -0.566  5.160  1.927  0.068
H  -2.919  2.951  -1.232  -0.074
H  -3.508  3.380  0.383  0.072
H  -2.256  2.112  0.195  0.034
C  -0.626  2.539  3.404  -0.292
S  0.732  3.006  4.575  0.893
O  -0.007  2.601  5.779  -0.605
C  1.891  1.534  4.353  -0.246
H  -1.238  1.700  3.735  0.079
H  -0.230  2.365  2.404  -0.028
H  -1.377  3.317  3.266  0.013
H  2.271  1.539  3.331  0.030
H  1.305  0.620  4.451  0.000
H  2.684  1.646  5.091  0.051
C  -2.220  4.291  -3.171  -0.279
S  -2.942  2.632  -3.166  0.877
O  -3.213  2.484  -4.697  -0.603
C  -1.386  1.699  -2.902  -0.261
H  -1.595  4.598  -2.333  -0.036
H  -3.059  4.988  -3.198  0.052
H  -1.563  4.360  -4.038  0.067
H  -1.011  1.134  -3.756  0.064
H  -1.755  1.036  -2.120  0.049
H  -0.652  2.324  -2.394  0.041
C  0.134  -3.525  0.696  -0.323
S  -0.432  -3.106  -1.014  0.851
O  -0.827  -4.441  -1.672  -0.519
C  -1.923  -2.221  -0.463  -0.223
H  0.234  -2.613  1.284  0.011
H  1.123  -3.978  0.626  0.003
H  -0.531  -4.260  1.150  0.073
H  -1.799  -1.288  0.087  0.062
H  -2.553  -2.710  0.279  0.075
H  -2.414  -1.872  -1.371  -0.017

3.
The following is a quantum chemistry calculation of a cluster of 11 separate species, C16H46Cl6F6N5O6 in total at a distorted geometry, from the OMol25 dataset.

Results
Orbital gap = 7.098 eV
Energy = -128487.7129 eV
Total charge = +3
LUMO = -9.200 eV
Maximum force = 2.22 eV/Å
ΔE to the lowest compared entry with this formula, charge and spin = 0.0 kJ/mol

Last column: Löwdin charge in e.
CARTESIAN COORDINATES (ANGSTROEM)
N  3.526  1.980  1.453  0.286
H  3.130  2.185  2.366  0.133
H  2.735  1.693  0.795  0.059
H  4.296  1.307  1.464  0.143
H  3.862  2.884  1.127  0.117
N  -0.169  1.448  4.167  0.297
H  0.213  0.655  4.693  0.134
H  -0.231  1.272  3.118  0.068
H  0.456  2.248  4.246  0.137
H  -1.113  1.685  4.472  0.150
N  -2.961  -0.692  2.202  0.298
H  -3.382  -1.218  1.420  0.093
H  -3.585  0.097  2.384  0.137
H  -2.052  -0.231  1.925  0.073
H  -2.805  -1.144  3.101  0.144
N  3.331  3.492  -1.540  0.211
H  2.520  4.037  -1.834  0.141
H  4.106  3.309  -2.227  -0.014
H  2.948  2.548  -1.277  0.040
H  3.662  4.074  -0.772  0.123
N  -0.712  3.420  1.104  0.286
H  -0.462  3.836  0.203  0.145
H  -0.086  3.641  1.865  0.121
H  -0.700  2.372  0.941  0.066
H  -1.660  3.731  1.326  0.138
O  1.905  1.279  -0.697  -0.386
C  1.420  0.085  -0.128  -0.353
C  -0.048  -0.027  0.341  -0.335
O  -0.500  0.602  1.528  -0.415
H  2.073  -0.162  0.734  0.085
H  1.584  -0.724  -0.852  0.110
H  -0.231  -1.091  0.542  0.083
H  -0.644  0.225  -0.547  0.073
C  -1.168  -2.883  -2.271  -0.060
C  -1.993  -3.633  -1.282  -0.196
O  -3.417  -3.622  -1.525  0.083
C  -4.120  -2.613  -1.066  -0.350
O  -3.717  -1.791  -0.280  0.077
C  -5.572  -2.617  -1.607  -0.587
F  -5.643  -1.622  -2.470  0.158
F  -5.898  -3.772  -2.136  0.221
F  -6.394  -2.407  -0.582  0.177
H  -0.114  -3.134  -2.153  0.094
H  -1.320  -1.813  -2.114  0.052
H  -1.438  -3.133  -3.297  0.090
H  -1.697  -3.351  -0.267  0.087
H  -1.832  -4.711  -1.223  0.142
C  0.182  -3.581  2.131  -0.031
C  1.016  -2.476  2.790  -0.203
O  1.674  -3.080  3.910  0.060
C  2.271  -2.202  4.703  -0.368
O  2.168  -1.008  4.590  0.101
C  3.172  -2.827  5.805  -0.554
F  2.552  -2.907  6.969  0.206
F  3.547  -4.049  5.409  0.182
F  4.269  -2.085  5.910  0.186
H  -0.598  -4.007  2.764  0.091
H  0.838  -4.423  1.915  0.098
H  -0.286  -3.222  1.217  0.038
H  0.477  -1.564  3.045  0.091
H  1.821  -2.202  2.106  0.126
Cl  -3.052  1.733  -0.813  0.552
C  -4.369  2.949  -1.028  -0.621
C  -5.736  2.447  -0.590  -0.624
Cl  -6.325  1.204  -1.723  0.623
H  -4.243  3.275  -2.056  0.074
H  -4.091  3.813  -0.421  0.061
H  -6.443  3.259  -0.748  0.080
H  -5.710  2.062  0.424  0.066
Cl  5.590  1.073  -1.459  0.560
C  4.658  0.340  -2.829  -0.577
C  5.072  1.091  -4.063  -0.640
Cl  4.498  2.736  -4.152  0.690
H  3.611  0.449  -2.547  0.029
H  4.922  -0.712  -2.798  0.090
H  4.641  0.639  -4.958  0.069
H  6.156  1.126  -4.144  0.083
Cl  1.827  -0.733  -4.922  0.573
C  0.830  0.389  -3.913  -0.639
C  -0.383  0.933  -4.658  -0.673
Cl  -1.619  -0.291  -4.898  0.608
H  1.424  1.208  -3.518  0.046
H  0.489  -0.260  -3.112  0.026
H  -0.125  1.420  -5.599  0.080
H  -0.829  1.767  -4.110  0.064

> The lowest LUMO belongs to which entry?

C16H46Cl6F6N5O6

> Among the records above, which one has the lowest orbital gap?

C16H46AgO9S7